Record 1
{"formula": "C25H61BF5N2O18S6", "method": "ωB97M-V/def2-TZVPD", "e_lumo_ev": 1.52, "homo_lumo_gap_ev": 6.90, "charge": -1, "largest_force_ha_per_bohr": 0.1157, "homo_ha": -0.1979, "symbols": ["C", "C", "C", "O", "C", "B", "N", "C", "C", "C", "C", "N", "S", "O", "O", "C", "F", "F", "C", "F", "F", "F", "H", "H", "H", "H", "H", "H", "H", "H", "H", "H", "H", "H", "H", "H", "H", "H", "H", "H", "H", "H", "H", "O", "S", "O", "O", "C", "C", "C", "H", "H", "H", "H", "H", "H", "H", "H", "O", "S", "O", "O", "C", "C", "C", "H", "H", "H", "H", "H", "H", "H", "H", "O", "S", "O", "O", "C", "C", "C", "H", "H", "H", "H", "H", "H", "H", "H", "O", "S", "O", "O", "C", "C", "C", "H", "H", "H", "H", "H", "H", "H", "H", "O", "S", "O", "O", "C", "C", "C", "H", "H", "H", "H", "H", "H", "H", "H"], "xyz": [[0.134, -0.181, 5.404], [1.476, -0.731, 6.092], [1.867, 0.017, 7.451], [2.724, 1.148, 7.276], [4.047, 0.770, 6.799], [4.498, 1.551, 5.394], [5.913, 2.092, 5.694], [4.530, 0.437, 4.188], [5.760, 0.579, 3.173], [5.633, -0.573, 2.037], [4.570, -0.204, 0.898], [3.178, -0.671, 1.187], [3.361, 3.033, 5.070], [3.463, 3.929, 6.297], [1.921, 2.653, 4.757], [3.900, 4.116, 3.635], [5.114, 4.786, 3.968], [4.012, 3.402, 2.415], [2.853, 5.317, 3.315], [2.044, 4.910, 2.238], [3.544, 6.471, 2.882], [1.997, 5.596, 4.362], [-0.162, 0.861, 5.746], [0.365, -0.110, 4.282], [-0.750, -0.890, 5.496], [2.321, -0.748, 5.333], [1.287, -1.826, 6.374], [2.244, -0.739, 8.230], [0.885, 0.424, 7.885], [4.120, -0.359, 6.715], [4.784, 1.073, 7.631], [6.256, 2.681, 4.925], [5.827, 2.721, 6.507], [3.528, 0.484, 3.624], [4.582, -0.640, 4.588], [6.777, 0.466, 3.690], [5.799, 1.568, 2.618], [5.316, -1.554, 2.539], [6.646, -0.665, 1.511], [4.495, 0.926, 0.711], [4.841, -0.652, -0.124], [3.188, -1.556, 1.716], [2.664, 0.049, 1.714], [-2.017, -2.555, 3.967], [-2.789, -2.847, 2.791], [-4.090, -2.267, 2.570], [-2.891, -4.452, 2.612], [-3.435, -5.217, 3.689], [-4.940, -5.052, 3.797], [-1.794, -2.517, 1.364], [-2.940, -4.960, 4.628], [-3.206, -6.264, 3.479], [-5.206, -4.029, 4.070], [-5.349, -5.718, 4.559], [-5.421, -5.265, 2.840], [-0.817, -2.979, 1.496], [-1.691, -1.434, 1.277], [-2.297, -2.913, 0.483], [4.443, -2.033, -1.699], [4.986, -2.858, -2.743], [5.994, -2.374, -3.649], [3.769, -3.494, -3.596], [2.825, -2.600, -4.194], [3.407, -1.886, -5.400], [5.574, -4.369, -2.027], [2.453, -1.888, -3.453], [1.976, -3.207, -4.515], [4.220, -1.217, -5.109], [2.644, -1.285, -5.899], [3.819, -2.604, -6.112], [4.809, -4.771, -1.365], [6.477, -4.136, -1.462], [5.808, -5.071, -2.826], [-2.583, 1.075, 1.249], [-3.489, 1.705, 0.330], [-3.561, 1.313, -1.056], [-3.299, 3.306, 0.419], [-1.993, 3.848, 0.185], [-1.615, 3.804, -1.284], [-5.126, 1.631, 1.004], [-1.251, 3.332, 0.800], [-2.020, 4.888, 0.515], [-1.514, 2.775, -1.635], [-0.662, 4.309, -1.454], [-2.386, 4.281, -1.895], [-5.098, 1.958, 2.041], [-5.461, 0.596, 0.943], [-5.780, 2.268, 0.410], [-1.208, 2.181, -5.654], [-2.633, 2.276, -5.825], [-3.341, 1.476, -6.794], [-3.035, 3.828, -6.029], [-2.422, 4.550, -7.099], [-2.981, 4.144, -8.450], [-3.409, 2.040, -4.251], [-1.336, 4.430, -7.067], [-2.636, 5.608, -6.929], [-2.731, 3.107, -8.685], [-2.573, 4.773, -9.244], [-4.071, 4.222, -8.456], [-2.912, 2.665, -3.512], [-3.306, 0.988, -3.985], [-4.464, 2.299, -4.335], [-3.465, -3.548, -4.576], [-4.890, -3.456, -4.741], [-5.597, -4.258, -5.705], [-5.296, -1.906, -4.946], [-4.686, -1.181, -6.021], [-5.249, -1.592, -7.369], [-5.663, -3.685, -3.163], [-3.600, -1.298, -5.994], [-4.902, -0.125, -5.855], [-4.998, -2.628, -7.603], [-4.845, -0.963, -8.164], [-6.339, -1.516, -7.370], [-5.164, -3.056, -2.428], [-5.558, -4.736, -2.895], [-6.718, -3.428, -3.246]], "lowdin_charge": [-0.1194, -0.2018, -0.2395, -0.2162, -0.1379, -0.8337, 0.0476, -0.1560, -0.2167, -0.2007, -0.2803, -0.0377, 0.8855, -0.3619, -0.3693, -0.3307, 0.0260, 0.0373, -0.3802, 0.0759, 0.0829, 0.1145, 0.0745, 0.0702, 0.0471, 0.0865, 0.1016, 0.1149, 0.1241, 0.1046, 0.1161, 0.0390, 0.0542, 0.0861, 0.1016, 0.1072, 0.0938, 0.1016, 0.0954, 0.1155, 0.0664, 0.0578, 0.0484, -0.2737, 0.6032, -0.2953, -0.2668, -0.2699, -0.0811, -0.1066, 0.1164, 0.1202, 0.0677, 0.0780, 0.0820, 0.0780, 0.0617, 0.0724, -0.2803, 0.6073, -0.2838, -0.2659, -0.2633, -0.0784, -0.1219, 0.1194, 0.1218, 0.0687, 0.0800, 0.0823, 0.0739, 0.0764, 0.0712, -0.2648, 0.6031, -0.2952, -0.2607, -0.2496, -0.0788, -0.1159, 0.1237, 0.1255, 0.0663, 0.0872, 0.0782, 0.0779, 0.0751, 0.0715, -0.2690, 0.6121, -0.2960, -0.2619, -0.2664, -0.0789, -0.1147, 0.1168, 0.1219, 0.0674, 0.0797, 0.0838, 0.0423, 0.0781, 0.0832, -0.2788, 0.5990, -0.2876, -0.2643, -0.2772, -0.0686, -0.1219, 0.1180, 0.0964, 0.0688, 0.0805, 0.0851, 0.0725, 0.0751, 0.0730]}

---

Record 2
{"formula": "H2N2P", "method": "ωB97M-V/def2-TZVPD", "e_lumo_ev": [-9.67, -9.18], "homo_lumo_gap_ev": [7.91, 8.70], "charge": 1, "largest_force_ha_per_bohr": 0.0658, "homo_ha": [-0.6463, -0.6571], "symbols": ["N", "N", "P", "H", "H"], "xyz": [[0.925, 0.452, 0.025], [-1.491, 0.434, -0.141], [-0.339, -0.497, 0.132], [-0.081, -1.799, 0.321], [0.986, 1.409, -0.337]], "nbo_charge": [-0.6633, -0.3867, 1.5107, 0.0849, 0.4544]}

---

Record 3
{"formula": "C20H83N5O19", "method": "ωB97M-V/def2-TZVPD", "e_lumo_ev": 0.12, "homo_lumo_gap_ev": 9.27, "largest_force_ha_per_bohr": 0.0508, "homo_ha": -0.3361, "symbols": ["C", "C", "C", "O", "C", "N", "H", "H", "H", "H", "H", "H", "H", "H", "H", "H", "H", "C", "C", "C", "O", "C", "N", "H", "H", "H", "H", "H", "H", "H", "H", "H", "H", "H", "C", "C", "C", "O", "C", "N", "H", "H", "H", "H", "H", "H", "H", "H", "H", "H", "H", "C", "C", "C", "O", "C", "N", "H", "H", "H", "H", "H", "H", "H", "H", "H", "H", "H", "C", "C", "C", "O", "C", "N", "H", "H", "H", "H", "H", "H", "H", "H", "H", "H", "H", "O", "H", "H", "O", "H", "H", "O", "H", "H", "O", "H", "H", "O", "H", "H", "O", "H", "H", "O", "H", "H", "O", "H", "H", "O", "H", "H", "O", "H", "H", "O", "H", "H", "O", "H", "H", "O", "H", "H", "O", "H", "H"], "xyz": [[3.665, -4.616, -6.026], [5.081, -4.703, -6.649], [5.331, -5.903, -7.582], [5.239, -7.111, -6.842], [5.203, -8.181, -7.756], [5.453, -3.396, -7.262], [3.566, -5.492, -5.383], [2.888, -4.513, -6.783], [3.612, -3.712, -5.419], [5.811, -4.729, -5.840], [6.351, -5.844, -7.962], [4.697, -5.737, -8.453], [4.206, -8.249, -8.190], [5.236, -9.035, -7.080], [6.008, -8.211, -8.491], [6.424, -3.375, -7.540], [4.990, -3.312, -8.155], [5.923, 4.286, -10.222], [4.467, 4.048, -9.840], [4.002, 4.836, -8.615], [4.712, 4.601, -7.444], [4.028, 5.029, -6.252], [3.708, 4.319, -11.042], [6.143, 5.316, -10.502], [6.187, 3.617, -11.041], [6.612, 4.070, -9.406], [4.480, 2.974, -9.654], [3.020, 4.415, -8.399], [3.884, 5.902, -8.805], [3.614, 6.030, -6.373], [4.674, 5.004, -5.374], [3.212, 4.332, -6.066], [2.818, 3.847, -11.113], [3.601, 5.322, -10.986], [-6.593, 3.448, 8.432], [-5.737, 4.036, 7.335], [-4.747, 5.040, 7.926], [-5.347, 6.150, 8.661], [-4.419, 6.813, 9.570], [-5.042, 2.903, 6.662], [-5.926, 2.941, 9.129], [-7.251, 2.700, 7.988], [-7.231, 4.216, 8.869], [-6.421, 4.538, 6.650], [-4.175, 5.518, 7.132], [-4.038, 4.506, 8.560], [-4.616, 7.808, 9.969], [-3.409, 6.758, 9.163], [-4.371, 6.174, 10.451], [-4.683, 3.282, 5.797], [-5.704, 2.195, 6.376], [-0.574, -0.615, 2.201], [0.340, -0.283, 1.004], [0.643, 1.165, 0.936], [-0.503, 2.025, 0.866], [-0.073, 3.369, 0.745], [1.638, -1.000, 1.094], [-0.821, -1.670, 2.314], [-1.495, -0.031, 2.201], [-0.091, -0.329, 3.135], [-0.213, -0.349, 0.067], [1.307, 1.433, 0.114], [1.196, 1.477, 1.821], [0.321, 3.662, -0.228], [0.689, 3.628, 1.481], [-0.906, 4.013, 1.028], [2.386, -0.512, 0.622], [1.977, -0.973, 2.045], [-5.201, -6.086, -1.784], [-6.513, -6.418, -1.145], [-7.207, -7.583, -2.008], [-8.508, -7.883, -1.446], [-9.471, -6.858, -1.522], [-6.382, -6.851, 0.238], [-5.295, -5.625, -2.768], [-4.567, -6.972, -1.828], [-4.666, -5.475, -1.057], [-7.177, -5.553, -1.160], [-6.599, -8.486, -1.959], [-7.189, -7.383, -3.079], [-9.277, -6.246, -0.641], [-10.482, -7.260, -1.475], [-9.333, -6.352, -2.478], [-5.525, -7.360, 0.398], [-7.075, -7.565, 0.415], [4.889, -7.078, 3.824], [4.295, -7.007, 3.077], [5.287, -6.211, 3.897], [-5.791, 9.360, -1.111], [-4.879, 9.432, -1.391], [-6.296, 9.407, -1.924], [0.452, -5.881, 6.610], [0.515, -4.930, 6.522], [1.353, -6.168, 6.758], [1.488, 10.555, 1.040], [1.822, 10.086, 1.805], [2.265, 10.947, 0.641], [-1.274, 9.769, -3.090], [-0.655, 10.040, -3.768], [-0.783, 9.846, -2.272], [3.922, 7.424, 3.897], [3.800, 6.666, 4.469], [4.670, 7.191, 3.347], [4.919, -2.564, 5.699], [5.829, -2.270, 5.751], [4.451, -2.008, 6.322], [1.581, -6.584, 0.271], [2.177, -7.057, -0.309], [1.706, -5.663, 0.044], [7.004, -0.907, -0.205], [7.112, -1.849, -0.341], [7.225, -0.516, -1.050], [-1.616, 0.422, 8.114], [-2.402, 0.853, 7.779], [-1.888, -0.481, 8.278], [-6.180, -3.656, 4.254], [-6.713, -2.888, 4.048], [-6.199, -4.183, 3.456], [-3.163, -4.027, 8.263], [-3.749, -3.950, 7.511], [-2.535, -4.705, 8.010], [1.294, 3.459, 6.434], [0.732, 2.697, 6.576], [0.786, 4.198, 6.769], [6.564, 2.757, 2.945], [7.052, 3.463, 2.522], [6.444, 2.103, 2.257]], "lowdin_charge": [-0.0531, -0.4197, -0.2271, -0.1741, -0.1223, 0.0220, 0.0723, 0.0739, 0.0702, 0.1304, 0.1180, 0.1241, 0.0885, 0.0887, 0.0905, 0.0599, 0.0578, -0.0782, -0.4498, -0.2394, -0.1869, -0.0849, 0.0380, 0.0759, 0.0753, 0.0719, 0.1401, 0.1170, 0.1267, 0.0833, 0.0853, 0.0831, 0.0730, 0.0693, -0.0727, -0.4432, -0.1917, -0.2034, -0.0887, 0.0347, 0.0856, 0.0726, 0.0823, 0.1337, 0.1186, 0.1185, 0.0828, 0.0755, 0.0783, 0.0648, 0.0640, -0.0483, -0.4234, -0.2598, -0.1747, -0.1228, 0.0439, 0.0749, 0.0755, 0.0751, 0.1390, 0.1224, 0.1230, 0.0855, 0.0819, 0.0874, 0.0579, 0.0644, -0.0805, -0.4481, -0.1618, -0.2200, -0.1097, 0.0403, 0.0843, 0.0794, 0.0796, 0.1178, 0.1187, 0.1119, 0.0838, 0.0869, 0.0905, 0.0680, 0.0625, -0.0534, 0.0254, 0.0264, -0.0540, 0.0261, 0.0274, -0.0547, 0.0265, 0.0303, -0.0547, 0.0281, 0.0264, -0.0547, 0.0274, 0.0272, -0.0552, 0.0303, 0.0257, -0.0560, 0.0280, 0.0285, -0.0550, 0.0262, 0.0288, -0.0556, 0.0290, 0.0273, -0.0572, 0.0187, 0.0271, -0.0563, 0.0263, 0.0270, -0.0536, 0.0283, 0.0247, -0.0544, 0.0249, 0.0268, -0.0531, 0.0259, 0.0264]}

---

Record 4
{"formula": "C29H44BrClFI2N4O9S4", "method": "ωB97M-V/def2-TZVPD", "e_lumo_ev": -4.16, "homo_lumo_gap_ev": 6.56, "charge": 1, "largest_force_ha_per_bohr": 0.1797, "homo_ha": -0.3939, "symbols": ["C", "C", "C", "F", "N", "C", "C", "O", "Br", "C", "I", "C", "C", "C", "N", "C", "I", "O", "C", "C", "C", "C", "C", "S", "O", "O", "Cl", "C", "C", "C", "S", "C", "S", "N", "C", "C", "N", "C", "C", "S", "O", "C", "C", "C", "O", "H", "H", "H", "H", "H", "H", "H", "H", "H", "H", "H", "H", "H", "H", "H", "H", "H", "H", "H", "H", "H", "H", "H", "H", "H", "H", "H", "H", "H", "H", "H", "H", "H", "H", "H", "H", "H", "H", "H", "H", "C", "C", "O", "C", "O", "O", "H", "H", "H", "H"], "xyz": [[-3.953, -1.293, -2.597], [-3.371, 0.178, -3.159], [-2.010, 0.540, -2.360], [-0.982, -0.105, -3.264], [-1.734, 1.937, -1.866], [-2.588, 3.032, -2.464], [-2.842, 3.233, -4.034], [-3.648, 4.309, -4.315], [-2.368, 2.328, -5.715], [-0.223, 2.251, -1.985], [0.444, 4.218, -1.141], [0.334, 2.575, -3.472], [1.950, 2.766, -3.648], [2.997, 1.459, -3.684], [2.599, 3.988, -3.872], [0.717, 1.269, -1.048], [2.474, 2.342, -0.170], [0.046, 0.519, -0.017], [-1.067, 1.150, 0.654], [-0.540, 2.150, 1.887], [0.602, 1.728, 2.898], [1.536, 0.426, 2.747], [1.789, -0.204, 4.279], [2.781, 0.976, 5.375], [4.025, 1.580, 4.681], [1.835, 2.008, 6.040], [3.538, -0.225, 6.957], [-1.772, -0.038, 1.604], [-2.060, -1.496, 0.950], [-0.729, -2.482, 0.780], [-0.047, -3.092, 2.438], [1.320, -4.367, 2.176], [0.829, -5.997, 1.959], [2.801, -4.060, 2.180], [3.888, -5.126, 2.348], [5.390, -4.461, 2.360], [5.104, -2.964, 2.154], [3.582, -2.772, 2.044], [-2.168, 1.914, -0.356], [-3.894, 1.116, -0.107], [-2.413, 3.231, 0.187], [-3.493, 3.531, 1.042], [-3.103, 5.046, 1.679], [-2.741, 6.142, 0.516], [-2.076, 4.884, 2.724], [-4.691, -1.163, -1.699], [-4.541, -1.858, -3.459], [-3.065, -1.999, -2.251], [-3.187, -0.068, -4.314], [-4.273, 0.911, -3.035], [-1.936, -0.290, -1.500], [-2.248, 4.141, -2.160], [-3.714, 3.052, -2.051], [0.077, 1.839, -4.334], [-0.121, 3.628, -3.809], [2.301, 0.509, -3.703], [3.615, 1.447, -4.693], [3.775, 1.475, -2.810], [1.859, 4.727, -3.866], [1.198, 0.479, -1.804], [-1.542, 2.282, 2.531], [-0.289, 3.241, 1.546], [0.126, 1.649, 3.996], [1.368, 2.640, 3.028], [2.643, 0.619, 2.344], [1.118, -0.473, 2.126], [0.735, -0.418, 4.762], [2.332, -1.234, 4.151], [-2.663, 0.403, 2.273], [-1.037, -0.379, 2.490], [-2.786, -1.532, 0.031], [-2.681, -2.073, 1.799], [-1.162, -3.465, 0.256], [0.080, -2.070, 0.048], [3.757, -6.305, 2.461], [6.418, -5.012, 2.503], [3.101, -1.717, 1.885], [-4.902, 1.879, -0.685], [-4.555, 3.778, 0.552], [-3.609, 2.905, 2.054], [-4.111, 5.394, 2.206], [-1.596, 6.064, 0.223], [-2.856, 7.216, 1.024], [-3.421, 6.075, -0.435], [-1.917, 5.748, 3.230], [3.306, -6.668, -1.274], [2.777, -7.877, -0.574], [2.610, -8.813, -1.622], [3.456, -8.439, -2.627], [3.695, -9.116, -3.613], [3.999, -7.211, -2.383], [3.982, -6.084, -0.643], [2.508, -6.014, -1.642], [3.487, -8.284, 0.153], [1.825, -7.684, -0.072]], "lowdin_charge": [-0.1187, -0.1917, -0.1901, -0.0627, -0.1044, -0.1257, -0.5880, -0.1071, 0.8165, -0.5262, 1.0390, -0.2459, -0.3605, -0.0890, 0.0921, -0.5774, 0.9201, -0.1856, -0.2763, -0.1479, -0.2149, -0.2662, -0.2738, 0.4965, -0.4068, -0.4193, 0.3165, -0.1542, -0.2293, -0.4484, 0.7744, -0.9030, 0.6651, -0.1601, -0.0705, -0.0522, -0.0121, -0.0743, -0.4432, 0.9230, -0.2634, -0.2349, -0.3253, -0.0745, -0.1028, 0.0606, 0.1042, 0.0926, 0.1099, 0.1112, 0.1511, 0.1404, 0.1570, 0.0887, 0.0980, 0.0745, 0.1029, 0.0530, 0.0187, 0.1223, 0.1233, 0.0718, 0.1296, 0.1387, 0.0806, 0.0632, 0.1263, 0.0928, 0.1359, 0.1185, 0.0746, 0.1372, 0.1011, 0.0877, 0.1041, 0.1122, 0.1032, -0.0441, 0.1424, 0.1481, 0.1584, 0.0391, 0.1038, 0.0926, 0.1363, -0.1488, -0.1632, 0.0658, -0.5128, 0.1403, 0.0649, 0.1245, 0.1339, 0.1372, 0.0785]}